No. 1
This record from OMol25 describes a molecular structure, C22H34Cl2O3Zr. The level of theory is ωB97M-V with the def2-TZVPD basis set.

Structure (XYZ):
```
62
Properties=species:S:1:pos:R:3:mulliken_charge:R:1
C 1.04 5.34 1.24 -0.737
H -2.96 4.47 2.30 0.397
H -0.44 -2.86 -3.74 0.380
H 0.44 -5.56 1.29 0.221
H 0.60 6.32 1.46 0.321
C -1.32 -3.44 -1.89 0.474
H -1.37 4.74 3.05 0.339
H 1.94 -4.15 -0.98 0.394
Cl -1.61 0.02 -1.62 -0.413
C -1.41 -3.19 -3.34 -1.615
H -4.44 -4.00 -1.03 0.275
H 1.24 -4.71 -2.50 0.270
O 2.25 -0.85 -3.02 -1.082
H 1.97 0.75 0.05 -0.129
C 2.42 5.15 1.29 -1.068
C -2.09 3.78 -0.23 -1.358
H -2.04 -4.01 2.42 0.348
H 1.40 -0.44 -3.30 0.085
C -2.68 -3.78 1.57 -1.297
H 4.36 2.27 -1.11 0.303
H 3.90 0.58 -1.48 0.404
H 4.59 1.65 1.37 0.309
H -2.90 4.45 -0.57 0.412
H -2.56 2.85 0.12 0.183
C 0.41 -4.46 1.26 -1.665
C 1.21 -3.90 -1.75 -1.543
H 1.53 -2.97 -2.25 0.292
H -3.19 -2.83 1.76 0.137
C 2.98 3.93 0.89 -0.244
H -1.46 3.58 -1.10 0.308
H 2.85 1.89 -1.97 0.367
H -3.96 -2.86 -2.31 0.379
C 3.73 0.98 1.26 -1.623
H -1.83 3.11 2.48 0.181
C -0.50 -3.99 0.19 0.096
C -2.40 -3.40 -0.96 0.708
C 2.17 2.84 0.55 -0.095
H 3.05 5.96 1.64 0.328
H -1.45 5.58 0.72 0.469
H 4.07 3.83 0.86 0.303
H 3.21 0.92 2.22 0.332
Zr -0.97 0.26 0.66 1.676
H 1.44 -4.12 1.07 0.411
O -0.02 1.97 0.72 -0.265
C -0.14 -3.79 -1.17 0.517
H 4.11 -0.02 1.02 0.455
C 3.52 1.56 -1.17 -1.571
H 0.08 -4.10 2.24 0.435
C -1.32 4.50 0.88 0.375
H -1.71 -4.10 -3.87 0.258
C -3.81 -3.12 -1.25 -1.476
H -3.46 -4.56 1.50 0.280
C -1.90 4.19 2.26 -1.281
Cl -2.95 0.43 1.75 -0.582
C 0.78 3.03 0.67 0.883
H -4.19 -2.28 -0.65 0.179
C 0.19 4.30 0.87 0.252
H -2.16 -2.41 -3.56 0.296
O 0.08 -1.23 1.24 -0.671
C 2.78 1.48 0.17 1.045
C -1.89 -3.73 0.32 0.386
H 0.81 -1.84 1.45 0.252
```

Results
ΔE to the lowest compared entry with this formula, charge and spin: 62.6 kJ/mol
HOMO energy: 0.01611 Eh
Largest force on an atom: 3.73 eV/Å
Net charge: -2
Orbital gap: 0.142 Eh
Total energy: -2051.99020 hartree

No. 2
This record from OMol25 describes a molecular structure, C12H30ClI2N3P3Y. The level of theory is ωB97M-V with the def2-TZVPD basis set.

Structure (XYZ):
```
52
Properties=species:S:1:pos:R:3:mulliken_charge:R:1
H -3.07 -2.05 -2.98 0.352
H -0.98 0.21 2.58 0.408
H -1.28 5.03 1.32 0.311
C -1.73 1.93 0.05 -0.850
C 1.04 -4.40 1.82 -1.103
H 3.53 -3.75 -0.13 0.329
C 0.97 2.68 0.43 -1.241
C 0.21 -0.96 -4.74 -1.106
C 0.26 3.39 2.66 -0.881
Cl 0.89 -3.63 -1.99 -0.424
N 0.38 3.76 1.23 0.401
C -0.96 4.15 0.74 -0.876
H -1.68 2.25 -1.00 0.410
P -0.93 -0.97 -3.30 0.835
H 0.92 -0.14 -4.61 0.347
P -0.07 1.12 0.48 1.742
H 1.24 3.05 3.02 0.397
C 1.94 -1.82 2.80 -1.105
H 0.07 -4.17 2.27 0.352
H -2.51 1.17 0.16 0.404
C -0.26 1.02 2.36 -0.861
H -2.20 0.88 -4.34 0.503
C 3.54 -3.22 0.83 -1.105
I -2.08 -1.77 0.54 -0.236
H 2.40 -0.85 2.54 0.284
P 1.80 -2.82 1.27 0.834
H -0.32 -0.85 -5.70 0.421
H 1.67 -4.95 2.53 0.418
C -2.27 -2.16 -3.72 -1.104
C -1.75 0.68 -3.36 -1.101
H -2.66 -2.02 -4.73 0.417
H -1.86 -3.17 -3.61 0.327
H 4.08 -2.27 0.67 0.350
N -1.99 3.08 0.92 0.197
H 0.94 -1.61 3.18 0.287
H -2.73 1.84 2.45 0.438
I 2.71 0.21 -1.53 -0.282
Y 0.44 -1.42 -0.83 -0.342
H 0.78 -1.89 -4.72 0.331
H 4.04 -3.82 1.59 0.419
N -0.73 2.29 2.91 0.184
H 1.07 3.00 -0.61 0.489
H -2.40 3.56 2.92 0.307
H -0.88 4.38 -0.33 0.397
H 0.85 -5.01 0.93 0.326
H -0.08 4.28 3.21 0.310
H 1.97 2.43 0.81 0.513
H -2.53 0.71 -2.58 0.287
C -2.04 2.69 2.35 -0.901
H -1.01 1.44 -3.11 0.279
H 0.72 0.76 2.78 0.415
H 2.54 -2.32 3.58 0.500
```

Results
ΔE to the lowest compared entry with this formula, charge and spin: 60.4 kJ/mol
HOMO energy (spin up / spin down): -0.53650 / -0.53734 Eh
Largest force on an atom: 3.44 eV/Å
Net charge: +2
Orbital gap (spin up / spin down): 0.172 / 0.149 Eh
Total energy: -2757.02482 hartree

> Look up the total energy of the first one.

-2051.99020 hartree

> total energy of number 2 (C12H30ClI2N3P3Y)?

-2757.02482 hartree

> Which of these has the lowest ΔE to the lowest compared entry with this formula, charge and spin?

C12H30ClI2N3P3Y